Entry 1:
DFT (the ωB97M-V functional and the def2-TZVPD basis) results for 13 unconnected molecules or ions with the total composition C52H104O23 in a non-equilibrium geometry.

## Properties
lowest unoccupied orbital energy	0.5346	eV
gap between HOMO and LUMO	9.993	eV
spin multiplicity	1
energy relative to the best compared isomer or geometry (same formula, charge and spin)	0.0	kcal/mol

XYZ file:
```
179
Properties=species:S:1:pos:R:3:forces:R:3
C 6.3358 -1.5855 1.2607 -0.37 -0.06 -0.46
C 7.1349 -2.1990 0.1157 1.38 -0.42 0.97
C 6.1535 -2.3789 -1.0265 1.08 0.59 0.58
O 4.9061 -2.4691 -0.3843 -1.49 0.40 -0.03
C 5.0054 -2.2432 1.0231 -0.08 -0.69 0.21
H 6.3087 -0.5133 1.0661 -0.22 0.13 0.32
H 6.6877 -1.7876 2.2723 0.25 0.08 -0.16
H 7.5165 -3.1909 0.3580 0.09 -0.01 0.41
H 8.0029 -1.5511 -0.0067 0.04 -0.17 -0.79
H 6.3621 -3.3030 -1.5657 -0.13 0.12 -0.21
H 6.2603 -1.5161 -1.6839 -0.62 -0.06 -0.36
H 5.0019 -3.2128 1.5210 0.12 -0.37 0.09
H 4.1339 -1.7490 1.4526 -0.08 0.45 -0.55
C 3.3306 -1.7189 -3.7008 -0.55 0.43 1.19
C 3.4943 -2.7569 -4.7912 0.54 0.18 0.00
C 5.0042 -2.7278 -5.0741 0.14 0.34 1.36
O 5.5169 -1.5866 -4.3027 1.49 -0.72 -0.87
C 4.5076 -0.7486 -3.8458 -1.89 -0.62 -0.52
H 3.3982 -2.1616 -2.7071 0.30 -0.39 0.02
H 2.3337 -1.2798 -3.6638 0.05 0.35 -0.48
H 2.9172 -2.4696 -5.6702 -0.11 -0.40 0.09
H 3.2270 -3.7162 -4.3481 -0.36 -0.10 -0.66
H 5.3350 -2.7205 -6.1127 -0.30 0.61 -0.13
H 5.4778 -3.6164 -4.6567 0.11 0.03 0.21
H 4.2361 0.0184 -4.5711 0.24 0.36 -0.21
H 4.7369 -0.2709 -2.8932 0.42 -0.08 -0.04
C -0.5577 3.2688 -3.9862 -0.48 -0.04 -0.03
C 0.1135 2.3428 -4.9559 0.85 -0.54 -1.25
C -0.1900 0.9219 -4.4858 -0.52 1.14 0.67
O -0.4686 1.0931 -3.1022 0.15 0.10 1.04
C -0.3484 2.4751 -2.7317 -0.53 0.15 0.53
H -1.6172 3.3753 -4.2187 -0.14 -0.02 -0.02
H -0.1288 4.2696 -3.9359 0.11 -0.11 -0.05
H 1.1965 2.4203 -4.8602 0.10 0.53 -0.38
H -0.2286 2.4875 -5.9807 0.38 0.09 -0.12
H 0.6651 0.2490 -4.5488 -0.23 -0.21 -0.56
H -1.1175 0.5847 -4.9486 0.17 -0.65 -0.25
H 0.6287 2.7431 -2.3297 0.17 -0.45 0.26
H -1.1160 2.6731 -1.9837 0.14 -0.01 0.17
O 1.2560 -2.0373 5.5214 1.36 -0.11 -0.27
C 2.3655 -2.4280 5.1845 -1.99 0.76 -0.49
O 3.2797 -1.6389 4.5890 0.18 0.10 -0.35
C 3.0166 -0.2321 4.2853 -0.10 0.49 0.99
C 2.2978 0.1019 2.9854 -0.39 -0.99 -0.01
C 2.7601 -3.8787 5.3335 0.63 0.73 -0.48
H 3.9719 0.2781 4.4083 0.35 -0.49 -0.62
H 2.4637 0.2512 5.0907 -0.41 -0.54 0.25
H 2.6151 1.0745 2.6093 -0.19 -0.04 0.04
H 1.2185 0.0559 3.1305 -0.01 0.51 0.22
H 2.4047 -0.6440 2.1978 0.68 -0.01 -0.05
H 1.8847 -4.4934 5.1238 0.07 0.07 0.56
H 3.1724 -3.9395 6.3407 -0.27 -0.57 0.08
H 3.5425 -4.1625 4.6297 0.07 0.15 0.06
O -5.7202 -2.8055 1.0084 1.41 0.07 -1.06
C -4.6749 -2.1784 0.9090 -0.92 -0.64 0.70
O -3.6537 -2.4268 0.0465 -0.49 0.12 1.08
C -3.7489 -3.5351 -0.8473 -0.53 -0.21 -0.69
C -4.5919 -3.1578 -2.0236 -0.39 0.43 -1.47
C -4.4193 -1.0703 1.8946 -0.42 0.31 0.00
H -4.1784 -4.4450 -0.4282 0.20 0.19 0.70
H -2.7326 -3.7317 -1.1888 -0.08 0.08 0.34
H -4.1493 -2.3184 -2.5600 0.02 0.28 0.18
H -5.6329 -2.9155 -1.8099 0.12 0.06 0.46
H -4.6440 -3.9217 -2.7994 0.22 -0.44 0.22
H -4.0532 -0.1547 1.4301 0.29 -0.20 0.15
H -3.8312 -1.4258 2.7407 0.56 0.04 -0.32
H -5.3828 -0.8558 2.3569 -0.07 0.11 -0.25
O -1.6879 -3.9870 -4.7113 0.71 0.86 -0.80
C -0.7884 -3.1883 -4.5347 -0.55 -0.95 1.88
O 0.1282 -2.7658 -5.4057 0.29 0.32 -0.25
C -0.1686 -2.8479 -6.8034 -1.05 0.02 0.24
C 0.7456 -2.0214 -7.6346 1.34 0.03 -0.07
C -0.5118 -2.5889 -3.1678 0.58 0.54 0.09
H -1.1568 -2.3983 -6.9001 -0.31 -0.42 -0.20
H -0.1855 -3.8851 -7.1380 -0.08 -0.01 0.12
H 0.4032 -2.1393 -8.6627 0.03 0.44 -0.05
H 1.7843 -2.3512 -7.6121 0.01 -0.47 -0.02
H 0.8449 -0.9838 -7.3158 -0.66 0.13 -0.14
H -0.9099 -1.5775 -3.0861 -0.29 0.10 -0.20
H 0.5594 -2.4315 -3.0418 0.07 -0.26 -0.04
H -0.8831 -3.1440 -2.3063 -0.14 -0.20 -0.43
O -4.5940 0.7617 -0.8290 -0.06 -0.52 1.65
C -4.7016 0.9489 -2.0034 3.95 -1.39 0.23
O -5.6578 1.5112 -2.5694 -4.43 1.82 -2.56
C -6.9213 1.6422 -1.9481 -2.72 0.75 0.07
C -7.7182 0.3452 -1.6671 0.88 0.26 0.78
C -3.6581 0.6014 -3.0457 0.81 -0.94 1.25
H -7.5781 2.1977 -2.6176 0.55 -0.03 -0.85
H -6.9509 2.3721 -1.1391 0.75 -0.56 0.70
H -7.7995 -0.3096 -2.5346 0.43 -0.05 0.05
H -8.7490 0.5333 -1.3667 0.02 0.61 -0.12
H -7.2838 -0.1362 -0.7909 0.15 -0.57 -0.30
H -2.8153 0.1573 -2.5160 0.24 0.37 0.05
H -3.3153 1.4797 -3.5926 -0.28 -0.26 -0.26
H -4.0151 -0.2452 -3.6321 -0.31 0.50 -0.59
O -0.4534 4.6634 1.2087 0.46 0.30 0.34
C 0.5610 4.6934 1.8829 -1.08 -0.58 -2.48
O 0.5648 4.5171 3.1610 1.59 0.23 2.32
C -0.6178 4.4143 3.8967 -1.99 -0.01 1.20
C -0.4081 4.4262 5.4250 1.18 -0.39 -1.21
C 1.9339 4.8417 1.2991 0.22 0.16 -0.39
H -1.1682 3.5194 3.6064 0.16 -0.14 0.00
H -1.3099 5.2384 3.7235 0.24 0.25 -0.67
H -1.3987 4.3543 5.8740 0.30 0.03 0.14
H 0.1669 5.2962 5.7418 -0.45 0.37 0.00
H 0.2479 3.5990 5.6962 -0.38 -0.38 0.24
H 2.4322 5.7145 1.7210 0.02 0.01 -0.01
H 1.8382 4.9401 0.2177 -0.04 0.13 0.14
H 2.5652 3.9711 1.4765 -0.20 -0.08 0.27
O -6.9665 4.0275 1.0412 0.62 -1.39 0.78
C -6.5662 3.0419 1.6551 -0.21 1.41 -1.42
O -5.2438 2.7579 1.7979 -2.60 -2.74 0.62
C -4.2504 3.3905 1.0598 0.18 1.88 0.61
C -3.7443 4.4035 2.0760 0.69 1.06 -0.62
C -7.4935 1.9870 2.2548 0.80 0.27 -0.28
H -4.6876 3.8148 0.1560 0.09 0.31 0.05
H -3.4502 2.7145 0.7585 -0.32 -0.41 0.26
H -3.4484 3.9256 3.0098 0.42 -0.34 -0.29
H -4.4850 5.1290 2.4123 -0.46 -0.09 -0.50
H -2.9377 4.9795 1.6225 0.34 -0.06 0.38
H -7.1088 1.7617 3.2495 -0.29 -0.34 -0.04
H -7.4398 1.1189 1.5979 0.40 -0.26 0.20
H -8.5518 2.2477 2.2439 0.32 0.58 0.22
O -2.2196 1.6980 5.1255 -0.63 -0.31 1.65
C -2.1580 0.8953 6.0576 0.93 1.63 -2.23
O -2.4509 1.1312 7.3248 -0.48 -0.56 0.67
C -2.8869 2.3908 7.8596 1.07 0.37 0.86
C -2.6345 2.2994 9.3973 -0.32 -0.74 -1.12
C -1.5203 -0.4224 5.8012 -0.49 -0.68 0.17
H -3.9290 2.6095 7.6265 0.04 -0.24 -0.10
H -2.2455 3.1696 7.4471 -0.20 0.05 -0.17
H -3.1712 1.4230 9.7607 -0.44 0.26 0.22
H -2.9357 3.2160 9.9045 0.00 -0.16 0.00
H -1.6013 2.0343 9.6212 0.18 0.48 -0.24
H -0.4850 -0.2603 5.5012 0.04 -0.06 0.37
H -1.9959 -0.8594 4.9231 -0.10 -0.04 0.05
H -1.6265 -1.0985 6.6495 0.34 -0.01 -0.13
O 3.9831 2.9283 -3.3425 0.60 0.62 1.55
C 5.0893 3.1904 -2.9084 -0.90 -1.02 0.06
O 5.4830 3.4014 -1.6071 0.61 0.20 -1.46
C 4.6361 3.2013 -0.5184 -2.21 -0.32 0.66
C 4.9262 1.9104 0.2291 0.61 -0.08 -0.66
C 6.2555 3.1611 -3.8145 1.31 -0.29 -0.46
H 3.5999 3.2552 -0.8526 -0.17 -0.40 -0.18
H 4.6710 4.0173 0.2035 0.76 0.33 -0.26
H 4.7326 0.9960 -0.3317 -0.56 0.10 -0.20
H 4.3730 1.8937 1.1681 0.20 -0.08 0.01
H 6.0071 1.8575 0.3598 0.10 0.18 0.64
H 6.3395 4.0732 -4.4055 0.01 0.04 0.14
H 6.1579 2.3296 -4.5125 -0.43 0.11 -0.07
H 7.1889 2.9458 -3.2946 -0.03 0.48 0.16
O 1.1823 -5.4611 -1.9628 -1.28 1.04 1.91
C 0.2114 -5.3458 -1.2089 1.85 -1.23 -1.21
O 0.2124 -4.6949 0.0060 -0.78 -0.89 -1.76
C 1.4103 -4.0214 0.3750 0.50 0.06 -0.08
C 1.2826 -3.5971 1.8159 0.39 -0.12 0.36
C -1.0891 -6.0333 -1.5992 0.31 0.66 1.09
H 1.6263 -3.2188 -0.3302 -0.20 0.15 0.10
H 2.2512 -4.7101 0.2931 0.02 -0.12 -0.09
H 1.1979 -4.5011 2.4190 -0.19 0.00 0.12
H 0.4778 -2.9151 2.0900 -0.13 -0.04 -0.42
H 2.2212 -3.1336 2.1197 0.10 0.14 -0.01
H -1.5387 -6.4428 -0.6946 -0.40 0.25 -0.09
H -0.9596 -6.8432 -2.3172 0.39 0.40 0.00
H -1.6717 -5.2218 -2.0352 -0.48 -0.40 -0.06
O 1.3291 1.6013 -0.0305 -1.31 -0.22 0.12
C 1.0253 0.4617 -0.3191 0.96 -0.10 0.30
O -0.1170 -0.2155 -0.0613 0.61 0.83 -0.58
C -1.2668 0.5270 0.3466 -1.26 -0.45 1.21
C -1.2134 0.8269 1.8405 0.59 0.98 -0.57
C 2.0631 -0.4345 -0.9258 -0.66 -0.20 -0.24
H -2.1150 -0.1510 0.2521 0.15 -0.13 -0.72
H -1.4487 1.4005 -0.2794 0.33 -0.01 0.06
H -2.1400 1.2432 2.2357 -0.17 -0.26 -0.11
H -0.4739 1.6194 1.9552 0.26 -0.16 0.50
H -0.9372 -0.0797 2.3790 -0.04 0.10 0.11
H 2.7455 -0.7244 -0.1268 0.12 -0.17 -0.17
H 2.6006 0.1224 -1.6933 0.03 -0.03 0.14
H 1.5633 -1.2980 -1.3648 0.35 -0.06 0.07
```
Forces are in eV/Å.

Atomic partial charges in e from the Löwdin method, atoms 1 to 99: C -0.153; C -0.166; C -0.200; O -0.139; C -0.210; H 0.094; H 0.120; H 0.112; H 0.113; H 0.126; H 0.106; H 0.118; H 0.085; C -0.181; C -0.137; C -0.138; O -0.149; C -0.226; H 0.098; H 0.080; H 0.087; H 0.118; H 0.110; H 0.109; H 0.116; H 0.102; C -0.164; C -0.167; C -0.192; O -0.172; C -0.203; H 0.110; H 0.122; H 0.114; H 0.115; H 0.109; H 0.115; H 0.117; H 0.115; O 0.073; C -0.522; O -0.015; C -0.181; C -0.043; C 0.020; H 0.116; H 0.114; H 0.074; H 0.061; H 0.049; H 0.089; H 0.092; H 0.080; O 0.080; C -0.501; O -0.008; C -0.216; C -0.060; C 0.023; H 0.129; H 0.085; H 0.060; H 0.081; H 0.084; H 0.055; H 0.088; H 0.083; O 0.097; C -0.510; O -0.016; C -0.223; C -0.075; C 0.049; H 0.127; H 0.132; H 0.087; H 0.065; H 0.080; H 0.079; H 0.065; H 0.063; O 0.119; C -0.616; O 0.054; C -0.184; C -0.046; C 0.042; H 0.118; H 0.109; H 0.080; H 0.077; H 0.061; H 0.070; H 0.088; H 0.086; O 0.086; C -0.565; O 0.027; C -0.231

Entry 2:
DFT (the ωB97M-V functional and the def2-TZVPD basis) results for C17H19N5O3 in the gas phase in a non-equilibrium geometry.

## Properties
lowest unoccupied orbital energy	-0.3300	eV
gap between HOMO and LUMO	8.429	eV
spin multiplicity	1
energy relative to the best compared isomer or geometry (same formula, charge and spin)	44.2	kcal/mol

XYZ file:
```
44
Properties=species:S:1:pos:R:3:forces:R:3
O -2.0458 1.3069 -0.9795 -0.93 -0.90 -0.21
O -1.5627 1.1213 2.6688 0.00 0.27 0.67
O -3.4973 -2.7025 -0.4319 0.42 0.54 0.43
N 1.2730 0.1977 -1.7377 -0.40 0.71 0.20
C -0.8345 1.2929 -1.0972 0.24 0.42 -0.17
C -2.4618 0.2937 2.7225 0.97 0.16 -0.93
C -3.0091 -1.8083 0.2547 0.44 -1.09 -1.42
C 1.9750 1.2344 -1.3378 -1.66 0.73 -0.01
C -0.0908 2.4737 -0.6670 3.21 -0.92 -0.61
C 1.2957 2.4381 -0.7773 -2.20 -0.69 -0.40
C 6.2874 1.2250 -1.7329 -0.60 -0.18 -0.43
C 5.6029 2.4482 -1.6246 0.24 -0.84 -0.07
C 5.5798 0.0090 -1.8005 -0.43 1.14 0.26
C 4.2142 2.4247 -1.5266 -0.60 0.19 0.14
C 4.1755 0.0331 -1.7106 0.40 0.27 0.23
C 3.4461 1.2317 -1.5346 1.66 -0.19 -0.06
N -1.6584 -1.5042 0.2041 -0.21 0.79 0.86
N -0.1122 0.2196 -1.6644 1.12 1.51 0.50
N -2.9541 -2.0507 3.3247 -0.71 -0.23 -0.18
N -3.2968 0.2136 1.6276 -0.42 -0.26 0.73
C -2.5416 -0.7429 3.8540 -2.53 0.26 -2.08
C -0.7136 -1.9642 -0.8226 -0.64 0.03 0.12
C -0.7516 -1.0452 -2.0459 0.27 -0.18 0.41
C -4.1756 -1.9717 2.4475 1.00 0.87 1.33
C -3.9136 -1.0541 1.2282 0.30 0.05 0.32
H -0.6395 3.3390 -0.2823 0.18 -0.56 -0.17
H 1.8091 3.3383 -0.4912 0.54 -0.10 0.10
H 7.3595 1.2016 -1.8663 0.10 0.10 0.20
H 6.1648 3.3972 -1.6217 -0.48 -0.59 0.01
H 6.1390 -0.9266 -1.8834 -0.38 0.28 -0.06
H 3.7180 3.3919 -1.4499 -0.02 -0.26 0.02
H 3.6522 -0.9047 -1.7384 -0.27 -0.19 0.00
H -1.3840 -0.6208 0.6634 -0.30 -0.88 -0.35
H -2.1885 -2.4891 2.8121 -0.24 0.21 0.13
H -3.0400 0.9067 0.9017 -0.26 -0.75 0.39
H -1.6283 -0.7571 4.3425 1.90 -0.28 0.67
H -3.2589 -0.3853 4.5901 -0.33 -0.07 0.05
H -0.9059 -2.9918 -1.1116 -0.41 -0.09 0.06
H 0.2955 -1.9573 -0.3956 -0.18 0.14 -0.03
H -0.1905 -1.5004 -2.8593 0.24 0.24 0.00
H -1.7663 -0.8793 -2.4068 0.02 0.21 0.28
H -4.4844 -2.9657 2.1587 0.27 -0.23 -0.42
H -5.0156 -1.6143 3.0789 0.53 0.25 -0.39
H -4.8663 -0.9019 0.7183 0.15 0.15 -0.13
```
Forces are in eV/Å.

Partial charges, Löwdin, in e: O 0.031; O 0.036; O 0.053; N 0.162; C -0.432; C -0.457; C -0.432; C -0.194; C 0.056; C 0.040; C -0.087; C -0.080; C -0.070; C -0.047; C -0.031; C -0.161; N 0.083; N -0.036; N -0.043; N 0.102; C -0.111; C -0.141; C -0.103; C -0.125; C -0.203; H 0.129; H 0.094; H 0.095; H 0.111; H 0.104; H 0.099; H 0.097; H 0.121; H 0.105; H 0.129; H 0.096; H 0.123; H 0.119; H 0.119; H 0.122; H 0.130; H 0.114; H 0.128; H 0.153

Question: What is the formula in the first record?
Answer: C52H104O23